A molecular structure, C56H67AlClF7NO. Source: the OMol25 dataset; level of theory: ωB97M-V/def2-TZVPD.

```
134
Properties=species:S:1:pos:R:3:lowdin_charge:R:1
C -1.87328 -1.11431 0.02340 -0.13
O -3.25523 -1.10419 -0.26087 -0.19
C -3.54982 -0.52838 -1.52116 -0.24
C -3.19344 -1.38923 -2.73242 -0.17
C -3.53246 -0.62214 -4.02395 -0.20
C -2.28274 -0.19817 -4.79277 -0.22
C -2.57065 0.51451 -6.11306 -0.21
C -3.03740 1.97267 -5.95633 -0.22
C -1.95192 2.96816 -5.50676 -0.21
C -1.85873 3.19784 -3.97767 -0.28
C -0.45981 3.59179 -3.44127 -0.22
Al 0.20585 2.49153 -1.88679 0.18
C 2.20758 2.63649 -1.66668 -0.18
N -0.12532 0.64921 -2.17487 -0.02
C -0.77597 3.01734 -0.17542 -0.24
C -1.30725 4.45756 -0.06797 -0.34
C -0.24882 5.50152 -0.46348 -0.59
Cl 0.13076 6.66565 0.87428 0.47
H -1.28419 -1.60526 -0.76016 0.08
H -1.49322 -0.09012 0.14698 0.07
H -1.73237 -1.65624 0.95958 0.09
H -3.03430 0.44214 -1.60792 0.12
H -4.62446 -0.33162 -1.51366 0.10
H -2.11815 -1.60840 -2.72826 0.09
H -3.72148 -2.34601 -2.66223 0.11
H -4.19915 -1.19892 -4.67628 0.11
H -4.09141 0.28266 -3.74370 0.10
H -1.69624 0.46875 -4.15658 0.07
H -1.64143 -1.07476 -4.95713 0.11
H -3.32484 -0.03919 -6.68987 0.10
H -1.65059 0.50554 -6.71414 0.10
H -3.86819 2.02835 -5.23904 0.10
H -3.45483 2.28705 -6.92199 0.10
H -2.16297 3.94147 -5.96974 0.10
H -0.97723 2.65460 -5.90591 0.10
H -2.57227 3.99801 -3.73305 0.10
H -2.25480 2.31006 -3.46335 0.07
H 0.27664 3.54976 -4.25876 0.04
H -0.47991 4.65387 -3.14822 0.03
H 2.68950 3.45943 -2.21155 -0.01
H 2.65222 1.70007 -2.02506 -0.03
H 2.47748 2.72332 -0.60406 0.00
H 0.59081 0.08362 -1.72880 -0.01
H -0.99428 0.35060 -1.74442 -0.07
H -1.62391 2.32272 -0.04423 0.04
H -0.10263 2.83446 0.67869 0.04
H -1.64862 4.70444 0.94625 0.07
H -2.18344 4.58315 -0.71777 0.10
H 0.70384 5.02917 -0.70416 0.05
H -0.54790 6.13168 -1.30031 0.05
F 4.95247 0.51807 -1.48191 0.05
C 5.60292 1.19493 -0.51093 -0.27
C 6.25752 0.48775 0.47615 -0.02
C 6.93117 1.20508 1.45656 -0.10
C 6.93476 2.59272 1.43898 -0.11
C 6.25733 3.27461 0.43526 -0.08
C 5.58186 2.57654 -0.55390 -0.01
H 6.23448 -0.59342 0.47043 0.11
H 7.45325 0.67153 2.24048 0.10
H 7.45499 3.14209 2.21252 0.10
H 6.23822 4.35660 0.42924 0.10
H 5.02337 3.06796 -1.33779 0.11
F -6.87315 -0.06291 -2.27633 0.06
C -7.98128 -0.28084 -1.54312 -0.28
C -9.11580 0.45661 -1.81520 -0.02
C -10.24972 0.22159 -1.05031 -0.09
C -10.23353 -0.72971 -0.03955 -0.10
C -9.07439 -1.45226 0.21005 -0.09
C -7.93087 -1.23320 -0.54444 -0.01
H -9.09927 1.19401 -2.60570 0.12
H -11.15034 0.78852 -1.24731 0.10
H -11.12072 -0.90535 0.55394 0.10
H -9.05493 -2.19104 1.00062 0.10
H -7.01232 -1.77685 -0.36910 0.12
F 0.57546 2.11922 4.10317 0.05
C -0.62080 1.48686 4.07569 -0.27
C -1.10040 0.95362 5.25428 -0.03
C -2.32154 0.29549 5.23713 -0.08
C -3.03959 0.18839 4.05414 -0.09
C -2.53165 0.73968 2.88451 -0.07
C -1.30783 1.39752 2.88274 0.01
H -0.53147 1.06162 6.16854 0.10
H -2.70068 -0.13164 6.15516 0.08
H -3.99043 -0.32743 4.03978 0.10
H -3.08494 0.64826 1.95816 0.10
H -0.89279 1.83384 1.98242 0.08
F 3.10873 -5.07583 -4.97849 0.02
C 3.08246 -3.80699 -4.48422 -0.29
C 4.24469 -3.28829 -3.95126 -0.03
C 4.21316 -1.99022 -3.45640 -0.08
C 3.04320 -1.24353 -3.51004 -0.08
C 1.89414 -1.79344 -4.06335 -0.07
C 1.90525 -3.09285 -4.55608 -0.02
H 5.14450 -3.88879 -3.93265 0.11
H 5.10980 -1.54831 -3.04306 0.09
H 3.02867 -0.23141 -3.13167 0.08
H 0.98758 -1.19987 -4.11311 0.09
H 1.02537 -3.54530 -4.99376 0.11
F 9.97789 -4.44938 -7.34816 0.04
C 8.67324 -4.72837 -7.12142 -0.29
C 7.74049 -3.72705 -7.29917 -0.02
C 6.40486 -4.02428 -7.06545 -0.08
C 6.02516 -5.29764 -6.66234 -0.10
C 6.99006 -6.28016 -6.48760 -0.08
C 8.33082 -6.00297 -6.71905 -0.02
H 8.06102 -2.74180 -7.60854 0.12
H 5.65654 -3.25286 -7.19265 0.11
H 4.98402 -5.51631 -6.47124 0.09
H 6.69980 -7.27173 -6.16514 0.10
H 9.10100 -6.75126 -6.59147 0.11
F -3.32966 0.30005 8.42875 0.05
C -2.82668 -0.72398 9.15182 -0.28
C -1.61490 -1.26334 8.76705 0.00
C -1.10250 -2.31901 9.50649 -0.08
C -1.79613 -2.81124 10.60416 -0.10
C -3.01178 -2.24605 10.96418 -0.09
C -3.54238 -1.19039 10.23521 -0.02
H -1.09304 -0.87050 7.90490 0.10
H -0.15731 -2.75648 9.21362 0.09
H -1.39167 -3.63584 11.17573 0.10
H -3.55672 -2.62917 11.81719 0.10
H -4.48718 -0.73268 10.49371 0.12
F 1.22715 -1.87020 7.32107 0.04
C 2.02186 -0.88595 7.80070 -0.28
C 2.68416 -1.09862 8.99290 -0.02
C 3.48937 -0.08188 9.48691 -0.09
C 3.61641 1.11443 8.79491 -0.10
C 2.93577 1.29636 7.59870 -0.07
C 2.12907 0.28985 7.08644 -0.01
H 2.56732 -2.03909 9.51389 0.11
H 4.01943 -0.22893 10.41894 0.10
H 4.24448 1.90312 9.18655 0.10
H 3.02716 2.22659 7.05381 0.11
H 1.60692 0.41081 6.14693 0.10
```

Summary:
- 2S+1: 1
- Net charge: -1
- LUMO level: 2.05 eV
- Molecular weight: 965.58 g mol⁻¹
- E_tot: -3705.82842 Eh